12
Properties=species:S:1:pos:R:3:forces:R:3 method="wB97M-V/def2-TZVPD" charge=+2 relative_energy_kcal_mol=15.2 s2=0.75 spin_multiplicity=2
Sc -2.923 -0.637 2.565 0.656 0.374 -0.283
O -1.221 0.241 1.698 0.072 -0.877 1.414
O -0.226 -1.459 0.005 0.236 0.647 0.942
O -0.764 0.706 -0.430 0.854 0.602 1.544
O 1.264 1.271 0.884 -2.405 -1.661 -2.348
C 0.148 -1.175 -1.216 2.441 2.194 2.373
C 0.205 0.236 -1.356 -0.978 -0.443 -1.766
C -0.451 0.187 0.748 -0.932 0.304 -4.136
H 0.803 -1.864 -1.761 -0.856 -0.280 -0.162
H 1.716 0.792 1.588 0.898 -0.298 -0.339
H 0.086 0.711 -2.329 0.306 0.097 0.233
H 1.363 0.991 -0.396 -0.291 -0.658 2.528